Below is C25H31MnNOS4 as an isolated structure, with properties calculated with ωB97M-V with the def2-TZVPD basis set.

Positions of all 63 atoms, in Å:
Mn -1.36 -0.34 0.25
C -1.98 -2.91 -1.47
C -3.19 -2.43 -0.74
C -4.43 -3.08 -0.90
C -5.52 -2.62 -0.22
C -5.41 -1.50 0.64
C -6.50 -0.99 1.38
C -6.31 0.09 2.20
C -5.04 0.70 2.31
C -3.97 0.23 1.59
S -2.38 0.99 1.65
C -4.14 -0.89 0.75
N -3.06 -1.37 0.05
H -2.16 -3.87 -1.94
H -1.13 -3.02 -0.79
H -1.70 -2.21 -2.26
H -4.49 -3.93 -1.55
H -6.48 -3.11 -0.32
H -7.46 -1.46 1.29
H -7.13 0.49 2.78
H -4.92 1.55 2.96
C 4.09 -2.71 -0.87
C 2.79 -3.06 -1.59
S 1.51 -1.78 -1.69
C 2.44 -0.32 -2.22
C 3.20 0.43 -1.11
S 2.62 0.00 0.55
C 4.13 0.23 1.53
C 5.02 -0.97 1.21
S 3.84 -2.33 0.88
H 4.60 -1.88 -1.35
H 4.75 -3.58 -0.92
H 2.30 -3.91 -1.10
H 3.06 -3.39 -2.59
H 1.70 0.34 -2.67
H 3.13 -0.60 -3.01
H 3.06 1.51 -1.20
H 4.27 0.24 -1.17
H 3.79 0.21 2.56
H 4.61 1.20 1.35
H 5.67 -1.25 2.04
H 5.63 -0.83 0.33
C -0.54 -1.50 1.57
H -1.28 -2.08 2.12
H 0.05 -0.89 2.26
H 0.12 -2.15 0.99
C -0.52 2.80 -2.45
C -0.10 2.26 -1.12
O -0.46 1.11 -0.81
C 0.71 3.06 -0.20
C 0.77 2.72 1.15
C 1.50 3.50 2.03
C 2.19 4.61 1.56
C 2.13 4.96 0.22
C 1.38 4.20 -0.66
H -1.17 2.09 -2.96
H 0.35 3.01 -3.07
H -1.04 3.75 -2.32
H 0.21 1.87 1.52
H 1.52 3.26 3.08
H 2.75 5.22 2.25
H 2.66 5.84 -0.14
H 1.32 4.49 -1.70

Charge   +2
Total energy   -3844.409803 hartree
Molar mass   544.74 g/mol
2S+1   4